[1]
The molecule C6H10 at a distorted geometry. Source: the Open Molecules 2025 dataset; level of theory: ωB97M-V with the def2-TZVPD basis set.

Output
* charge: 0
* SMILES string: C#CCCCC
* gap between HOMO and LUMO: 10.44 eV
* relative energy (zero: lowest compared OMol25 entry of this formula, charge and spin): 65.69 kcal/mol
* E: -6381.0110 eV

The geometry in XYZ format:
```
16
Properties=species:S:1:pos:R:3:forces:R:3:nbo_charge:R:1
C 2.790 -1.055 0.813 -0.078 0.027 -0.591 -0.298
C 2.308 -0.060 0.320 0.534 -0.126 1.592 -0.008
C 1.426 0.768 -0.457 0.393 -0.607 -0.821 -0.493
C -0.022 0.864 0.127 0.127 -0.179 -0.225 -0.385
C -0.902 -0.292 -0.331 0.031 -0.107 -0.088 -0.393
C -2.318 -0.262 0.239 -0.038 0.007 0.027 -0.605
H 3.053 -2.075 0.645 0.358 -0.032 0.666 0.234
H 1.774 -0.001 -1.244 -2.323 1.133 -0.611 0.278
H 1.768 1.702 -0.898 0.385 0.128 0.655 0.239
H -0.495 1.824 -0.135 0.295 -0.260 -0.151 0.205
H 0.022 0.855 1.231 0.248 0.010 -0.408 0.212
H -0.404 -1.225 -0.041 -0.098 0.056 -0.088 0.203
H -0.940 -0.274 -1.427 -0.046 -0.094 0.100 0.195
H -2.311 -0.299 1.335 0.035 0.020 -0.157 0.204
H -2.900 -1.119 -0.117 0.081 0.138 0.055 0.212
H -2.851 0.648 -0.061 0.095 -0.115 0.045 0.201
```
Positions in Å, forces in eV/Å.

---

[2]
A cluster of 6 separate species, C27H42N6O10 in total at a distorted geometry. Source: the Open Molecules 2025 dataset; level of theory: ωB97M-V with the def2-TZVPD basis set.

Output
* charge: 0
* gap between HOMO and LUMO: 3.77 eV
* relative energy (zero: lowest compared OMol25 entry of this formula, charge and spin): 0.00 kcal/mol
* E: -58069.5503 eV

The geometry in XYZ format:
```
85
Properties=species:S:1:pos:R:3:forces:R:3:lowdin_charge:R:1
C -3.354 3.796 -4.615 -1.610 3.573 1.625 -0.031
C -2.407 2.624 -4.157 0.818 1.529 -1.925 -0.481
C -1.027 3.151 -3.797 2.664 3.568 -0.809 -0.094
C -0.880 3.690 -2.326 -2.326 1.851 -3.463 -0.190
C -1.246 2.687 -1.375 0.832 -0.402 3.264 -0.175
C -2.682 2.333 -1.471 -2.300 -0.034 2.014 -0.383
N -2.925 1.911 -2.952 -3.944 -5.910 1.186 0.106
O -3.599 0.821 -3.071 3.420 5.465 -0.096 0.176
C -3.770 3.480 -1.175 -1.805 -0.828 0.096 -0.005
C -3.022 1.297 -0.347 -3.076 -2.310 -1.811 -0.019
C -2.350 1.701 -5.346 -0.354 -2.037 1.637 -0.025
H -4.476 3.601 -4.559 1.473 -0.451 -0.195 0.101
H -3.179 4.299 -5.661 0.280 -1.687 1.950 0.132
H -3.286 4.729 -3.859 0.182 -2.064 -1.617 0.111
H -0.742 4.064 -4.655 -1.078 -2.478 2.547 0.204
H -0.123 2.515 -3.885 -1.199 -0.671 -0.395 0.126
H -1.440 4.634 -2.238 -0.230 -0.306 0.211 0.121
H 0.072 3.991 -2.169 3.285 0.740 0.224 0.093
H -1.024 3.067 -0.291 -0.445 -0.883 -1.701 0.181
H -0.609 1.789 -1.506 -0.391 0.239 0.156 0.126
H -3.708 3.856 -0.115 0.195 -0.798 -1.017 0.112
H -4.932 3.170 -1.373 3.045 0.248 0.503 0.152
H -3.610 4.326 -1.785 0.213 0.993 -0.741 0.020
H -4.054 0.780 -0.528 1.393 1.157 -0.130 0.115
H -3.227 1.741 0.617 0.717 0.599 0.013 0.089
H -2.438 0.390 -0.240 0.999 0.377 -0.114 0.082
H -3.366 1.334 -5.414 -0.014 -0.513 -0.827 0.091
H -1.659 0.909 -5.088 -0.162 -0.808 0.358 0.086
H -1.921 1.983 -6.273 -0.095 1.527 -0.678 0.098
N 0.990 1.086 0.798 -5.696 0.394 6.829 -0.632
O 0.449 0.050 1.342 0.655 0.315 0.054 -0.117
O 0.755 2.212 1.376 0.929 -0.748 -0.762 -0.103
O 1.479 0.982 -0.231 3.920 0.046 -6.228 0.014
C -1.861 -0.720 3.746 2.043 -4.570 0.152 -0.032
C -1.285 -2.256 3.887 -6.690 3.883 4.786 0.077
C -2.061 -3.091 4.909 -1.561 6.136 -3.213 0.007
C -3.352 -2.677 5.515 0.498 4.090 -2.376 -0.077
C -3.786 -1.160 5.385 2.922 -4.372 -1.605 0.065
C -2.994 -0.291 4.386 -1.849 -3.189 4.107 -0.110
N -4.367 -3.683 6.059 3.073 -2.559 3.249 -0.312
O -3.849 -4.793 6.595 -1.826 4.123 -2.643 -0.022
O -5.532 -3.386 6.181 0.856 0.042 -0.705 0.070
H -1.250 -0.042 3.149 -0.171 -0.178 -0.095 0.064
H -0.352 -2.521 3.499 1.149 -0.465 -0.638 0.049
H -1.777 -4.039 4.893 1.044 -4.208 0.650 0.029
H -4.616 -0.911 6.080 0.566 0.374 -1.142 0.091
H -3.326 0.711 4.482 0.101 0.958 -0.642 0.069
C 4.816 1.805 3.446 4.595 -3.314 2.034 -0.067
C 6.078 0.790 3.587 -1.765 0.410 -5.667 0.017
C 6.682 0.058 2.368 -7.768 4.235 0.829 0.086
C 5.688 0.202 1.085 2.062 2.144 3.256 -0.094
C 4.649 1.236 0.993 3.221 -2.031 4.196 0.028
C 4.306 1.990 2.216 -2.768 1.059 -1.420 -0.127
N 6.141 -0.491 -0.131 -1.098 -3.540 -3.321 -0.268
O 6.541 -1.804 -0.172 -1.311 6.100 1.099 -0.037
O 5.869 0.111 -1.200 1.171 -1.485 2.523 0.039
H 4.519 2.304 4.458 0.357 -0.893 -2.389 0.128
H 6.377 0.713 4.587 1.140 -0.346 1.035 0.037
H 7.581 -0.467 2.255 0.890 -0.880 0.267 0.054
H 4.104 1.396 0.130 -0.912 0.142 -1.643 0.064
H 3.387 2.746 2.244 1.993 -1.744 -0.869 0.140
C -0.128 -0.970 -2.203 -1.520 -3.310 4.919 -0.430
O 0.111 -0.190 -3.022 0.842 3.921 -4.991 0.062
N -0.864 -2.096 -2.286 0.932 -0.617 0.336 -0.169
C -0.943 -3.043 -1.134 -3.568 0.529 -1.103 -0.026
C -1.592 -2.338 -3.514 0.811 -1.130 -2.347 -0.067
H 0.094 -0.804 -1.167 0.916 0.190 1.114 0.101
H -0.457 -2.906 -0.176 -0.058 1.301 -0.098 0.090
H -0.553 -3.902 -1.494 1.743 -3.037 -1.122 0.029
H -2.042 -3.400 -1.045 1.430 1.154 0.462 0.116
H -2.419 -1.668 -3.407 -1.347 -0.283 -0.612 0.057
H -1.801 -3.430 -3.797 -0.210 1.477 1.275 0.112
H -1.087 -2.039 -4.522 -0.117 0.006 2.191 0.114
C 3.148 -2.237 2.032 3.537 -7.557 3.333 -0.275
O 3.381 -2.701 3.183 -0.851 2.011 -1.630 -0.041
N 3.496 -3.024 0.989 -0.303 -0.024 -1.808 -0.145
C 3.286 -2.542 -0.406 -0.918 -4.212 -0.144 -0.031
C 4.130 -4.328 1.062 -1.708 0.540 1.196 -0.040
H 2.660 -1.427 1.773 -2.453 4.665 -0.907 0.063
H 3.322 -1.520 -0.309 -0.038 2.424 -0.919 0.040
H 2.343 -2.976 -0.857 -0.029 1.062 0.984 0.086
H 3.908 -3.068 -1.179 0.787 1.197 1.228 0.103
H 3.687 -4.994 0.391 -0.745 -0.813 -1.537 0.072
H 4.192 -4.908 1.950 -0.927 0.408 1.581 0.083
H 5.114 -4.220 0.876 3.535 0.484 -1.377 0.049
```
Positions in Å, forces in eV/Å.

---

[3]
A structure of composition C9H24Li5O17P2S3 at a distorted geometry. Source: the Open Molecules 2025 dataset; level of theory: ωB97M-V with the def2-TZVPD basis set.

Output
* charge: -1
* gap between HOMO and LUMO: 2.16 eV
* E: -96651.1141 eV

The geometry in XYZ format:
```
60
Properties=species:S:1:pos:R:3:forces:R:3:nbo_charge:R:1
Li 0.698 -1.032 -1.379 0.210 0.520 0.007 0.929
Li 1.078 -0.889 3.484 -0.590 1.085 0.892 0.908
Li 1.298 1.274 1.224 -0.389 -0.078 0.840 0.927
Li -1.248 0.025 1.625 0.336 0.428 0.872 0.880
Li 0.320 -3.356 1.216 -0.673 -0.007 0.056 0.939
P -0.490 1.517 3.755 0.323 0.670 11.505 2.420
O 0.133 2.483 4.852 0.584 2.122 -3.680 -1.235
O 0.064 0.255 4.520 2.358 -3.993 -2.890 -1.362
O -0.194 1.564 2.261 -0.210 0.236 -2.154 -1.374
O -1.906 1.369 4.354 -2.815 0.524 -3.713 -1.237
P 0.948 -1.145 1.052 1.507 1.218 0.786 2.435
O 1.420 -2.307 0.133 -0.578 0.137 -0.426 -1.318
O 2.080 -0.465 1.826 0.404 -0.311 -0.562 -1.270
O -0.077 -1.642 2.052 -0.516 -2.114 0.735 -1.322
O 0.182 -0.065 0.282 0.219 0.072 -2.675 -1.344
O 0.297 0.983 -2.659 0.061 0.076 0.001 -0.967
S -0.562 2.136 -2.717 -0.404 -0.002 0.871 2.335
O -0.046 3.345 -3.322 -0.544 -0.762 0.255 -0.934
O -1.905 1.639 -3.484 0.685 0.342 0.147 -0.718
C -1.978 2.034 -4.883 -1.223 0.058 -0.012 -0.073
C -3.002 3.177 -4.951 1.343 -0.051 0.824 -0.633
C -1.200 2.467 -1.032 0.003 -1.232 -1.388 -0.824
H -2.383 1.202 -5.462 0.322 -0.368 0.329 0.184
H -0.973 2.256 -5.231 -0.158 0.335 -0.196 0.206
H -2.633 3.881 -4.201 -0.084 0.533 -0.431 0.222
H -3.966 2.864 -4.555 -0.116 -0.258 -0.468 0.214
H -3.033 3.612 -5.947 -0.256 0.099 0.074 0.213
H -1.380 1.483 -0.605 0.267 -0.040 0.003 0.267
H -2.169 2.954 -1.091 0.360 0.643 0.013 0.250
H -0.375 2.932 -0.503 -0.311 0.383 0.119 0.267
O 2.698 -0.678 -2.394 -0.024 -0.109 0.424 -0.951
S 4.017 -0.658 -1.828 0.788 0.067 1.630 2.368
O 5.159 -0.493 -2.679 -0.380 0.173 -0.035 -0.931
O 4.007 0.531 -0.687 -0.359 -0.745 -2.194 -0.695
C 5.271 1.068 -0.325 0.537 1.871 1.477 -0.087
C 5.035 2.381 0.454 -0.433 -0.851 0.798 -0.623
C 4.333 -2.111 -0.791 0.013 0.109 0.106 -0.885
H 5.948 1.449 -1.090 -0.297 -1.250 -0.828 0.201
H 5.719 0.348 0.360 0.481 0.036 -0.231 0.180
H 5.980 2.809 0.792 0.144 -0.184 -0.144 0.214
H 4.478 2.125 1.358 -0.191 0.362 -0.009 0.228
H 4.518 3.156 -0.110 -0.129 -0.226 -0.187 0.215
H 5.380 -2.399 -0.855 0.044 0.289 -0.374 0.239
H 3.709 -2.944 -1.105 -0.159 0.211 -0.078 0.261
H 4.124 -1.878 0.252 -0.413 0.172 -0.128 0.285
O -2.399 -1.843 -0.764 -0.134 -0.555 1.218 -0.917
S -2.661 -2.662 0.401 -1.353 1.351 0.640 2.380
O -1.672 -3.622 0.800 0.297 -0.641 0.047 -0.996
O -3.007 -1.669 1.647 0.090 -0.997 -2.713 -0.712
C -3.550 -2.229 2.868 1.093 0.840 2.363 -0.101
C -2.737 -1.481 3.958 -0.799 -0.825 -0.492 -0.670
C -4.229 -3.528 0.150 0.753 0.377 0.419 -0.871
H -3.370 -3.299 2.973 0.041 -0.081 -0.524 0.174
H -4.609 -2.004 3.002 -0.097 0.019 -0.709 0.184
H -1.684 -1.697 3.786 0.020 0.081 0.450 0.247
H -3.085 -1.782 4.947 0.217 -0.157 0.026 0.205
H -2.856 -0.395 3.910 0.193 0.375 -0.030 0.317
H -4.708 -3.810 1.084 0.274 0.173 0.185 0.253
H -3.961 -4.446 -0.367 -0.252 0.223 -0.472 0.249
H -4.846 -2.794 -0.361 -0.081 -0.370 -0.367 0.255
```
Positions in Å, forces in eV/Å.

---

[4]
A cluster of 2 separate species, C5H13N2S in total at a distorted geometry. Source: the Open Molecules 2025 dataset; level of theory: ωB97M-V with the def2-TZVPD basis set.

Output
* charge: +1
* gap between HOMO and LUMO: 8.72 eV
* relative energy (zero: lowest compared OMol25 entry of this formula, charge and spin): 36.08 kcal/mol
* E: -19203.3053 eV

The geometry in XYZ format:
```
21
Properties=species:S:1:pos:R:3:forces:R:3:nbo_charge:R:1
C -1.550 -0.371 -0.006 -1.407 -1.382 1.971 0.441
C -2.454 -0.896 -1.091 2.252 2.018 -3.000 -0.682
C 1.607 1.739 -0.588 -1.015 -0.514 -3.087 -0.709
C 0.606 0.905 1.547 1.732 -1.968 1.516 -0.755
C 0.563 0.941 0.121 -2.215 -0.077 -1.231 0.588
N -1.582 -0.724 1.221 2.645 2.166 -1.695 -0.614
N -0.516 0.478 -0.512 0.889 0.463 2.132 -0.528
S 1.604 -1.803 -0.211 0.514 -1.019 0.381 -0.324
H -3.155 -0.157 -1.593 0.618 -0.629 1.204 0.269
H -1.641 -0.970 -1.914 -1.669 -0.876 0.572 0.207
H -2.934 -1.834 -0.929 -0.156 -0.496 0.384 0.264
H 1.128 2.463 -1.404 1.109 -1.727 1.622 0.276
H 2.170 2.310 0.101 0.470 0.573 0.594 0.259
H 2.315 0.993 -1.078 -0.806 1.018 0.273 0.282
H 0.849 -0.105 2.037 -0.349 1.108 -1.201 0.332
H -0.328 1.097 2.005 -0.872 0.770 0.481 0.306
H 1.449 1.519 1.748 0.212 0.802 1.260 0.239
H -2.133 -1.504 1.385 -2.024 -1.365 0.364 0.373
H 2.921 -1.737 -0.009 0.285 0.311 -0.310 0.171
H -0.558 0.500 -1.484 0.261 0.603 -1.997 0.417
H 1.638 -2.845 0.654 -0.474 0.222 -0.231 0.188
```
Positions in Å, forces in eV/Å.

---

[5]
A structure of composition C2H4ClF2N2 at a distorted geometry. Source: the Open Molecules 2025 dataset; level of theory: ωB97M-V with the def2-TZVPD basis set.

Output
* charge: +1
* gap between HOMO and LUMO (spin up / spin down): 7.74 / 6.21 eV
* 2S+1: 3
* E: -23063.3571 eV

The geometry in XYZ format:
```
11
Properties=species:S:1:pos:R:3:forces:R:3:nbo_charge:R:1
C -0.281 -0.366 -0.029 5.916 0.538 3.217 0.133
C 1.130 0.836 0.579 -3.275 0.640 -1.924 0.705
N -0.077 -1.492 -0.709 1.180 -1.812 -3.202 -0.472
N -1.460 0.156 0.166 -0.092 2.532 0.759 -0.567
F 2.227 0.235 0.764 1.102 -1.196 0.185 -0.258
F 0.619 1.278 1.735 0.196 -0.251 -0.740 -0.300
Cl 1.285 2.168 -0.624 -0.229 -0.715 0.788 0.042
H 0.885 -1.888 -0.955 -1.593 0.539 1.281 0.458
H -0.719 -1.671 -1.502 0.365 0.134 -0.168 0.384
H -1.325 1.010 0.703 -1.508 0.168 -0.153 0.446
H -2.285 -0.265 -0.128 -2.063 -0.579 -0.043 0.427
```
Positions in Å, forces in eV/Å.

---

[6]
The molecule C4H10O at a distorted geometry. Source: the Open Molecules 2025 dataset; level of theory: ωB97M-V with the def2-TZVPD basis set.

Output
* charge: 0
* SMILES string: CC[C@H](C)O
* gap between HOMO and LUMO: 11.15 eV
* relative energy (zero: lowest compared OMol25 entry of this formula, charge and spin): 16.10 kcal/mol
* E: -6357.1049 eV

The geometry in XYZ format:
```
15
Properties=species:S:1:pos:R:3:forces:R:3:nbo_charge:R:1
C 0.616 1.130 1.064 -0.431 -0.117 -0.989 -0.613
C -0.599 0.935 0.098 1.389 0.753 1.127 -0.425
C -0.643 -0.458 -0.579 0.288 1.680 -0.571 0.101
C 0.202 -1.584 -0.008 -0.828 0.451 -0.529 -0.637
O -0.314 -0.277 -1.962 -0.221 -0.264 -0.699 -0.737
H 1.477 0.609 0.643 0.041 -0.148 0.358 0.195
H 0.337 0.744 2.038 0.430 -0.095 0.249 0.204
H 0.946 2.165 1.136 -0.358 0.130 0.195 0.210
H -1.489 1.197 0.663 -0.347 -0.450 0.094 0.201
H -0.544 1.747 -0.630 -0.036 -0.455 -0.468 0.215
H -1.704 -0.704 -0.561 0.070 -0.573 -0.334 0.178
H 0.075 -2.380 -0.741 -0.139 -0.433 0.437 0.227
H 1.265 -1.361 -0.008 0.028 0.167 0.364 0.204
H -0.215 -1.802 0.972 0.464 -0.504 0.154 0.213
H 0.590 0.038 -2.123 -0.349 -0.143 0.611 0.464
```
Positions in Å, forces in eV/Å.

---

Question: E of number 6 (C4H10O)?
Answer: -6357.1049 eV

---

Question: The lowest charge belongs to which entry?
Answer: C9H24Li5O17P2S3

---

Question: Number 5 is which compound?
Answer: C2H4ClF2N2